The following is a quantum chemistry calculation of a 2-piece molecular cluster, C5H9NO2 overall in a non-equilibrium geometry, from OMol25.

2S+1 = 1
Energy relative to the best compared isomer or geometry (same formula, charge and spin) = 651.4 kJ/mol
Highest occupied orbital energy = -8.0 eV
DFT total energy = -10909.824 eV

Last column: Mulliken charge in e.
Positions of all 17 atoms, in Å:
C  2.97  0.11  0.29  0.100
N  2.49  -1.14  0.10  -0.578
C  -0.65  -0.60  -1.11  -1.121
C  -0.36  0.06  0.25  0.024
C  -1.50  0.50  1.04  -0.208
C  -2.74  0.81  0.42  -0.070
O  -2.91  0.89  -0.81  -0.406
O  2.27  1.05  0.77  -0.586
H  3.99  0.37  -0.09  0.365
H  3.07  -1.62  -0.56  0.197
H  0.29  -1.10  -1.49  0.283
H  -0.93  0.27  -1.73  0.339
H  -1.42  -1.41  -1.02  0.300
H  0.12  -0.74  0.79  0.380
H  0.29  0.94  0.03  0.211
H  -1.34  0.66  2.09  0.412
H  -3.64  0.96  1.05  0.357

=====

The following is a quantum chemistry calculation of one molecule with the formula C2H3NO in a non-equilibrium geometry, from OMol25.

2S+1 = 1
Energy relative to the best compared isomer or geometry (same formula, charge and spin) = 359.4 kJ/mol
Highest occupied orbital energy (spin up / spin down) = -8.7 / -8.7 eV
DFT total energy = -5656.180 eV

Last column: Mulliken charge in e.
Positions of all 7 atoms, in Å:
C  -0.63  0.24  0.32  0.140
C  0.97  0.32  0.01  -0.109
N  -1.59  -0.43  0.03  -0.203
O  1.42  -0.80  0.21  -0.557
H  0.80  0.59  -0.98  0.171
H  1.36  1.10  0.61  0.269
H  -2.33  -1.02  -0.19  0.289

=====

Which value of DFT total energy does entry 1 give? -10909.824 eV

=====

Copy entry 2 word for word.
The following is a quantum chemistry calculation of one molecule with the formula C2H3NO in a non-equilibrium geometry, from OMol25.

2S+1 = 1
Energy relative to the best compared isomer or geometry (same formula, charge and spin) = 359.4 kJ/mol
Highest occupied orbital energy (spin up / spin down) = -8.7 / -8.7 eV
DFT total energy = -5656.180 eV

Last column: Mulliken charge in e.
Positions of all 7 atoms, in Å:
C  -0.63  0.24  0.32  0.140
C  0.97  0.32  0.01  -0.109
N  -1.59  -0.43  0.03  -0.203
O  1.42  -0.80  0.21  -0.557
H  0.80  0.59  -0.98  0.171
H  1.36  1.10  0.61  0.269
H  -2.33  -1.02  -0.19  0.289

=====

Look up the 2S+1 of the second one. 1

=====

Look up the 2S+1 of the second one. 1